(A)
Computed, not measured: the molecule C3H4S2, with ωB97M-V with the def2-TZVPD basis set.

Structure (XYZ):
```
9
Properties=species:S:1:pos:R:3:mulliken_charge:R:1
S -0.9590 0.6111 2.4319 -0.195
S -1.9635 -0.9699 -0.5002 -0.187
C -0.5910 -0.1772 -0.0263 0.353
C 0.7374 -0.5140 -0.7549 -0.922
C -0.4374 0.8433 0.9781 -0.261
H 0.2110 1.6888 0.8855 0.323
H 1.3290 -1.2074 -0.2609 0.311
H 0.3409 -0.7033 -1.8909 0.266
H 1.3326 0.4287 -0.8623 0.311
```

Highest occupied orbital energy   -8.983 eV
SMILES   CC(=S)C=S
Net charge   0
Gap between HOMO and LUMO   7.49 eV

=====

(B)
Computed, not measured: the molecule C3H4S2, with ωB97M-V with the def2-TZVPD basis set.

Structure (XYZ):
```
9
Properties=species:S:1:pos:R:3:mulliken_charge:R:1
S 1.3152 -1.7881 -0.1662 -0.169
S -3.1966 -0.6599 -0.0630 -0.160
C 0.8146 -0.0394 -0.1123 -0.633
C -1.5765 -0.4667 0.3841 -0.307
C -0.5947 -0.1176 -0.4645 -0.133
H 1.3740 0.4216 -0.7905 0.386
H -1.1495 -0.7096 1.2983 0.355
H 1.1572 0.1624 0.9361 0.274
H -1.0469 0.0974 -1.3659 0.388
```

Highest occupied orbital energy (spin up / spin down)   -8.781 / -8.766 eV
Net charge   0
Gap between HOMO and LUMO (spin up / spin down)   5.57 / 5.56 eV

=====

(C)
Computed, not measured: a cluster of 2 separate species, C3H4S2 in total, with ωB97M-V with the def2-TZVPD basis set.

Structure (XYZ):
```
9
Properties=species:S:1:pos:R:3:mulliken_charge:R:1
S 1.1748 1.4610 -0.0857 -0.311
S -2.7867 0.3237 -0.1797 -0.169
C 1.5720 -0.9332 1.4059 -0.440
C -1.9724 1.0888 -1.3319 -0.390
C 1.3610 0.1475 0.7297 0.273
H 2.3188 -0.9597 2.1827 0.244
H -2.2477 2.0835 -1.6578 0.250
H 1.0181 -1.8382 1.2333 0.255
H -1.1191 0.6328 -1.8174 0.289
```

Highest occupied orbital energy   -8.757 eV
SMILES   C=C=S.C=S
Net charge   0
Gap between HOMO and LUMO   8.22 eV

=====

(D)
Computed, not measured: the molecule C3H4S2, with ωB97M-V with the def2-TZVPD basis set.

Structure (XYZ):
```
9
Properties=species:S:1:pos:R:3:mulliken_charge:R:1
S -1.0630 -1.5689 -0.0596 -0.106
S 2.8101 0.1277 0.0788 -0.216
C -1.2001 0.2495 -0.0302 -0.658
C 1.3115 0.1528 -0.4349 -0.153
C 0.0268 -0.2436 0.6187 -0.164
H 0.9892 0.3353 -1.5364 0.218
H -1.0957 0.7963 -0.9236 0.283
H 0.2092 -0.1090 1.6115 0.490
H -1.9879 0.2599 0.6758 0.305
```

Highest occupied orbital energy   -8.746 eV
SMILES   S=C[C@H]1CS1
Net charge   0
Gap between HOMO and LUMO   8.37 eV

=====

Which structure is the most stable? The one labeled (A).

=====

(A)
Computed, not measured: a cluster of 2 separate species, C3H4S2 in total, with ωB97M-V with the def2-TZVPD basis set.

Structure (XYZ):
```
9
Properties=species:S:1:pos:R:3:mulliken_charge:R:1
S -2.0860 -1.2471 -0.5180 -0.041
S -1.3333 1.4879 -0.0474 -0.137
C 1.6274 -0.6334 0.6484 -0.423
C 2.2509 -0.0877 -0.2191 -0.317
C -1.4525 -0.2139 0.5712 -0.120
H -2.4845 -0.5545 -1.5758 0.109
H -0.2406 1.6451 0.6385 0.145
H 0.7647 -0.9445 1.2193 0.436
H 2.9539 0.5482 -0.7170 0.349
```

Highest occupied orbital energy   -9.143 eV
Net charge   0
Gap between HOMO and LUMO   8.84 eV

=====

(B)
Computed, not measured: a structure of composition C3H4S2, with ωB97M-V with the def2-TZVPD basis set.

Structure (XYZ):
```
9
Properties=species:S:1:pos:R:3:mulliken_charge:R:1
S 2.7898 -0.8322 0.1250 -0.162
S -0.4181 -1.7487 -0.2355 -0.045
C 1.1151 -0.7135 -0.4068 0.099
C 0.2564 0.5696 -0.4689 -0.515
C -1.0586 -0.1534 0.5602 -0.439
H 0.8047 1.9190 -0.1833 0.268
H -0.8729 -0.2153 2.0157 0.263
H -2.3812 0.3421 0.3747 0.289
H -0.2352 0.8324 -1.7810 0.242
```

Highest occupied orbital energy   -8.984 eV
Net charge   0
Gap between HOMO and LUMO   7.87 eV

=====

Which structure is the most stable? The one labeled (A).

=====

(A)
Computed, not measured: a cluster of 2 separate species, CH8N2S in total, with ωB97M-V with the def2-TZVPD basis set.

Structure (XYZ):
```
12
Properties=species:S:1:pos:R:3:mulliken_charge:R:1
S -0.2811 2.3038 -3.0240 -0.284
N 0.0103 -2.7833 1.7154 -0.608
N 0.2330 -0.3938 1.8237 -0.565
C 0.1234 -1.6492 2.6147 -0.156
H -0.8527 -3.2928 1.8277 0.236
H 0.9145 -0.6183 1.1126 0.156
H 0.6069 -3.5739 1.9501 0.222
H -0.8335 -1.5247 3.1101 0.305
H 0.7457 2.1275 -2.1857 0.141
H 0.4129 3.0028 -3.9238 0.142
H 1.0372 -1.6318 3.2056 0.213
H -0.2793 0.3411 1.3777 0.198
```

Highest occupied orbital energy   -8.705 eV
SMILES   NCN.S
Net charge   0
Gap between HOMO and LUMO   9.61 eV

=====

(B)
Computed, not measured: a cluster of 2 separate species, CH8N2S in total, with ωB97M-V with the def2-TZVPD basis set.

Structure (XYZ):
```
12
Properties=species:S:1:pos:R:3:mulliken_charge:R:1
S -2.5231 -0.6429 1.7702 -0.206
N -0.1099 0.6922 -1.5161 -0.508
N 1.2361 -0.4036 0.3784 -0.516
C 0.7126 0.7998 -0.3278 -0.640
H 1.6854 1.1927 -0.6244 0.413
H -1.5594 -1.2543 2.4443 0.151
H 0.5143 -1.0555 0.6641 0.176
H 1.7730 -0.9334 -0.2927 0.246
H -1.6793 -0.3284 0.8178 0.013
H -0.8623 0.0419 -1.4463 0.227
H 0.3043 1.5016 0.3928 0.386
H 0.5083 0.3899 -2.2603 0.258
```

Highest occupied orbital energy   -9.398 eV
SMILES   NCN.S
Net charge   0
Gap between HOMO and LUMO   10.24 eV

=====

Which structure is the most stable? The one labeled (B).

=====

(A)
Computed, not measured: the molecule C18H30N2O3S, with ωB97M-V with the def2-TZVPD basis set.

Structure (XYZ):
```
54
Properties=species:S:1:pos:R:3:mulliken_charge:R:1
S -4.0822 -1.2927 -0.0129 1.100
O -5.0404 -2.1736 -0.6178 -0.680
O -3.8999 -1.3359 1.4073 -0.613
O 0.9873 -2.7469 -0.8152 -0.355
N -1.3671 -1.8047 -0.3906 0.005
N -2.6183 -1.6191 -0.8254 -0.482
C -1.7327 2.5854 1.0466 -1.075
C -3.8996 1.4430 0.3583 -0.998
C 0.7559 -1.2105 2.4628 -0.254
C -2.4001 1.5760 0.1080 0.832
C -0.2454 2.2921 1.2485 -0.297
C 0.5652 2.3340 -0.0442 -0.247
C 1.9237 -3.4079 -1.6300 -1.010
C 2.0636 -1.2554 2.9044 -0.909
C 1.3863 -2.2585 0.3797 0.470
C 2.6999 -2.3017 0.8384 -0.412
C 2.8769 1.9226 -1.0696 -1.079
C 2.0119 1.9059 0.1960 0.307
C 1.5941 0.1944 -2.4745 -0.820
C 3.0362 -1.7970 2.0829 -0.667
C -4.5272 0.3985 -0.5383 -0.877
C -0.9963 -1.5592 0.8023 -0.568
C 2.9181 0.5980 -1.8345 -0.187
C 0.3912 -1.6863 1.2038 0.549
H -4.2122 0.4785 -1.5745 0.370
H 3.6734 0.6901 -2.6206 0.379
H -4.0700 1.1412 1.3938 0.424
H 0.5484 3.3479 -0.4522 0.328
H -0.0121 -0.7965 3.1003 0.433
H 1.3655 -3.7387 -2.5044 0.254
H 0.1683 3.0153 1.9557 0.523
H 2.7290 -2.7388 -1.9499 0.354
H 4.0646 -1.8362 2.4097 0.391
H -2.2335 1.8678 -0.9309 0.324
H 2.3225 -0.8723 3.8792 0.402
H 2.3545 -4.2801 -1.1267 0.381
H 3.9040 2.1665 -0.7864 0.380
H -0.1398 1.3003 1.6926 -0.176
H -1.6822 -1.2366 1.5846 0.684
H -4.3889 2.4077 0.1998 0.427
H 1.7500 -0.6231 -3.1758 0.350
H -1.8627 3.5976 0.6580 0.383
H 2.0240 0.9035 0.6296 -0.583
H 3.4770 -2.7318 0.2259 0.436
H 0.8799 -0.1428 -1.7284 -0.123
H 1.1676 1.0316 -3.0234 0.445
H -2.7901 -2.0767 -1.7080 0.284
H 2.5285 2.7140 -1.7374 0.387
H -2.2238 2.5414 2.0213 0.435
H -1.9359 0.6041 0.2605 -0.652
H 3.2466 -0.1903 -1.1526 0.133
H -5.6126 0.4020 -0.4841 0.438
H 2.4494 2.5833 0.9340 0.503
H 0.1095 1.6703 -0.7752 -0.045
```

Highest occupied orbital energy   -8.253 eV
SMILES   CCCCCCCCCCS(=O)(=O)N/N=C/c1ccccc1OC
Net charge   0
Gap between HOMO and LUMO   8.96 eV

=====

(B)
Computed, not measured: the molecule C18H30N2O3S, with ωB97M-V with the def2-TZVPD basis set.

Structure (XYZ):
```
54
Properties=species:S:1:pos:R:3:mulliken_charge:R:1
S 4.5582 0.7364 -0.0598 1.131
O 0.2547 2.6307 1.4483 -0.354
O 5.8065 0.1861 -0.4986 -0.687
O 4.5613 1.9845 0.6419 -0.641
N 3.6687 0.8931 -1.4905 -0.325
N 2.3725 1.2026 -1.6294 -0.274
C -1.7238 -0.9335 0.9471 0.570
C -0.4272 2.5059 0.2784 0.662
C -1.7808 2.7855 0.1278 -0.394
C -0.3440 1.8485 -2.0465 -0.493
C 3.8338 -1.8842 0.4249 -0.825
C 0.3099 2.0391 -0.8309 0.562
C 1.4946 -2.7311 -0.2881 -1.029
C 0.6073 -1.6389 0.3084 0.593
C -0.4254 3.1033 2.5855 -0.984
C -3.2266 -1.1985 0.8588 -1.026
C 3.6716 -0.4789 0.9685 -0.324
C -3.7795 -1.0375 -0.5559 0.375
C -5.2974 -1.1687 -0.5850 -1.527
C -2.4040 2.5950 -1.0942 -0.724
C 1.7207 1.7454 -0.6758 -0.652
C -0.8697 -2.0296 0.3132 -1.110
C 2.8846 -2.2540 -0.7207 -0.593
C -1.6904 2.1212 -2.1825 -0.703
H -3.4567 2.8175 -1.1887 0.376
H 3.7023 -2.6041 1.2368 0.378
H 4.1453 -0.3624 1.9401 0.462
H -3.4429 -2.2054 1.2236 0.352
H -5.6036 -2.1439 -0.2123 0.354
H 0.9943 -3.1296 -1.1743 0.374
H -1.4407 -0.8354 1.9986 0.518
H 0.2386 1.4837 -2.8769 0.436
H -3.7446 -0.4928 1.5135 0.368
H -5.6724 -1.0564 -1.5996 0.406
H 4.0628 0.4002 -2.2768 0.293
H -1.1923 -2.1968 -0.7152 0.393
H -5.7595 -0.4056 0.0379 0.344
H 2.6439 -0.1414 1.0244 -0.018
H -1.0047 -2.9639 0.8634 0.329
H -0.8231 4.1106 2.4281 0.374
H 3.3486 -3.0653 -1.2862 0.360
H 4.8658 -1.9641 0.0748 0.425
H 2.1732 2.0019 0.2785 0.696
H -1.2388 2.4296 2.8748 0.351
H 1.5957 -3.5524 0.4249 0.318
H -2.3627 3.1473 0.9606 0.440
H 0.3190 3.1321 3.3796 0.259
H -3.3447 -1.7933 -1.2115 0.294
H -2.1839 1.9684 -3.1300 0.406
H 0.7141 -0.7253 -0.2811 -0.347
H 2.7692 -1.4093 -1.3987 0.244
H -1.5036 0.0160 0.4543 -0.736
H -3.4893 -0.0571 -0.9412 -0.146
H 0.9149 -1.4255 1.3341 0.470
```

Highest occupied orbital energy   -8.363 eV
SMILES   CCCCCCCCCCS(=O)(=O)N/N=C/c1ccccc1OC
Net charge   0
Gap between HOMO and LUMO   8.69 eV

=====

Which structure is the most stable? The one labeled (B).

=====

(A)
Computed, not measured: a structure of composition C5H9NO3, with ωB97M-V with the def2-TZVPD basis set.

Structure (XYZ):
```
18
Properties=species:S:1:pos:R:3:mulliken_charge:R:1
O -1.4047 1.0995 -1.3659 -0.595
O -1.5782 -1.0379 -0.3344 -0.465
O 1.1221 1.2384 -1.6514 -0.448
N 0.3590 2.2139 0.2935 -0.327
C -0.1832 -0.7789 0.0324 1.467
C 0.7169 -1.4626 -0.9521 -1.569
C 0.3479 1.3800 -0.7751 0.595
C -1.4380 0.3305 -0.3182 -0.366
C 0.1098 -0.9971 1.4889 -1.474
H -1.7706 0.7593 0.6424 0.525
H 1.7632 -1.2133 -0.7731 0.356
H 0.8220 3.0932 0.1017 0.297
H 0.0023 -2.0572 1.7393 0.370
H -0.4849 2.2946 0.8365 0.218
H 0.5938 -2.5444 -0.8404 0.420
H 0.4589 -1.1887 -1.9735 0.343
H 1.1336 -0.6932 1.7163 0.312
H -0.5698 -0.4359 2.1330 0.341
```

Highest occupied orbital energy   -8.626 eV
Net charge   0
Gap between HOMO and LUMO   8.86 eV

=====

(B)
Computed, not measured: a cluster of 2 separate species, C5H9NO3 in total, with ωB97M-V with the def2-TZVPD basis set.

Structure (XYZ):
```
18
Properties=species:S:1:pos:R:3:mulliken_charge:R:1
O -2.3030 1.1771 0.6230 -0.441
O 0.3584 0.1857 0.8855 -0.332
O 0.0275 -0.7404 -1.2414 -0.550
N -0.2088 -2.2115 1.7282 -0.257
C 1.7701 0.2981 0.9172 -0.762
C -0.2668 0.3485 -0.4401 1.146
C -0.8315 -2.7017 0.8827 -0.031
C -1.7674 0.4241 -0.1335 -0.174
C 0.1392 1.6352 -1.1559 -1.699
H -1.6205 -3.2802 0.4603 0.346
H 1.1795 1.5717 -1.4621 0.382
H 2.0885 -0.1405 1.8606 0.275
H 2.2291 -0.2383 0.0826 0.343
H -0.4798 1.7537 -2.0422 0.454
H -0.0029 2.4850 -0.4945 0.378
H -0.0465 -1.5849 -0.6561 0.320
H 2.0784 1.3473 0.8950 0.267
H -2.3435 -0.3291 -0.7092 0.335
```

Highest occupied orbital energy   -9.713 eV
SMILES   CO[C@@](C)(O)C=O.C#N
Net charge   0
Gap between HOMO and LUMO   10.32 eV

=====

Which structure is the most stable? The one labeled (B).

=====

(A)
Computed, not measured: a cluster of 2 separate species, C5H9NO3 in total, with ωB97M-V with the def2-TZVPD basis set.

Structure (XYZ):
```
18
Properties=species:S:1:pos:R:3:mulliken_charge:R:1
O -3.1369 1.1377 0.9043 -0.132
O 1.5819 1.0877 0.4370 -0.371
O -1.0932 -1.7038 -0.9156 -0.423
N 0.0331 -0.8860 -0.6836 -0.102
C -0.1866 0.5324 -1.0895 -0.118
C -3.3396 0.0506 0.6667 0.115
C 0.2106 -0.8909 0.7610 -0.417
C 1.1316 1.1502 -0.8830 -0.481
C 1.5310 -0.1628 1.0584 -0.568
H 1.1481 2.2863 -1.0088 0.290
H 1.6163 -0.0448 2.1251 0.309
H -0.7576 -0.4212 1.2092 0.216
H 2.5415 -0.6422 0.7267 0.290
H 1.8543 0.7439 -1.5867 0.318
H -1.0411 0.9539 -0.5525 0.033
H -1.6496 -1.8100 -0.1619 0.311
H -0.5945 0.5981 -2.1259 0.363
H 0.1505 -1.9791 1.1191 0.366
```

Highest occupied orbital energy   -9.137 eV
Net charge   0
Gap between HOMO and LUMO   10.03 eV

=====

(B)
Computed, not measured: a structure of composition C5H9NO3, with ωB97M-V with the def2-TZVPD basis set.

Structure (XYZ):
```
18
Properties=species:S:1:pos:R:3:mulliken_charge:R:1
O -1.7967 -1.0939 -1.3732 -0.428
O -1.5710 -0.8950 1.4463 -0.733
O -0.9691 0.9680 -1.6551 -0.599
N 1.8757 0.0212 -1.0777 -0.283
C -0.7016 -0.1827 0.9351 1.297
C -0.6309 1.3261 1.2202 -1.385
C 0.8278 -0.7919 0.9635 -1.103
C 1.1104 -0.8575 -0.4479 0.073
C -1.0508 -0.0316 -0.9776 0.206
H 0.7442 -1.7666 1.4336 0.344
H -1.6227 1.7536 1.0879 0.329
H 2.1948 0.8444 -0.5884 0.262
H 0.7587 -1.6997 -1.0292 0.416
H 1.8404 0.0958 -2.0834 0.273
H -2.2482 -0.8459 -2.1997 0.345
H 1.5000 -0.1406 1.5224 0.291
H 0.0626 1.8475 0.5620 0.323
H -0.3237 1.4488 2.2612 0.373
```

Highest occupied orbital energy   -7.730 eV
Net charge   0
Gap between HOMO and LUMO   7.47 eV

=====

(C)
Computed, not measured: a cluster of 2 separate species, C5H9NO3 in total, with ωB97M-V with the def2-TZVPD basis set.

Structure (XYZ):
```
18
Properties=species:S:1:pos:R:3:mulliken_charge:R:1
O 1.0496 -0.8604 -1.7499 -0.433
O 1.6513 1.7782 0.1990 -0.572
O -1.1172 1.3346 1.2655 -0.613
N 2.2019 -0.4494 0.7957 -0.123
C 3.7967 -2.1720 -0.1550 -1.429
C 1.9506 0.6244 -0.0187 -0.037
C 1.2699 -2.0272 -0.9191 -0.640
C 2.5202 -1.3891 -0.2828 0.688
C 2.2462 -0.2257 -1.2714 0.371
H 3.7019 -2.9239 0.6416 0.339
H 2.9204 0.1352 -2.0549 0.400
H 4.0188 -2.6919 -1.0954 0.367
H 2.0662 -0.5963 1.7899 0.195
H 1.4868 -2.9047 -1.5420 0.302
H -1.6340 0.8763 0.5970 0.308
H 4.6330 -1.5053 0.0926 0.336
H 0.4254 -2.2273 -0.2464 0.250
H -0.6504 0.6199 1.7560 0.292
```

Highest occupied orbital energy   -9.471 eV
SMILES   C[C@]12CO[C@H]1C(=O)N2.O
Net charge   0
Gap between HOMO and LUMO   10.01 eV

=====

Which structure is the most stable? The one labeled (C).